(1)
124
Properties=species:S:1:pos:R:3:mulliken_charge:R:1 method="wB97M-V/def2-TZVPD" mol_weight_g_mol=1048.924 orbital_gap_ha=0.3457 lumo_ev=-1.89 charge=+1
C 1.544 -4.568 -0.551 -1.0247
C 2.024 -4.149 0.860 -0.5355
C 1.498 -2.792 1.344 -0.9669
C 2.547 -1.642 1.283 0.1205
C 2.172 -0.539 0.312 1.0710
C 2.229 -1.010 -1.149 -0.5218
C 2.593 0.102 -2.135 -1.6666
C 1.496 1.121 -2.424 -0.4834
C 0.238 0.718 -3.263 3.2402
C 0.578 -0.225 -4.406 -0.1806
F 0.965 -1.436 -3.898 -0.2050
F -0.554 -0.500 -5.137 -0.3721
C 1.704 0.216 -5.430 0.7129
F 2.144 1.464 -5.174 -0.2319
F 2.763 -0.631 -5.335 -0.2445
F 1.234 0.166 -6.698 -0.2533
C -0.705 -0.023 -2.258 0.3150
C -2.088 0.574 -1.993 -1.4316
C -3.105 0.027 -3.015 -0.9758
C -3.735 -1.224 -2.416 -1.4963
O -4.680 -0.811 -1.432 -0.0991
C -6.006 -1.210 -1.711 -0.4968
C -6.227 -2.720 -1.594 -1.1369
N -2.074 2.059 -1.744 1.5105
C -3.405 2.672 -2.115 -1.4274
C -3.639 4.107 -1.660 -0.9336
C -4.563 4.257 -0.447 -0.5652
F -3.992 5.125 0.467 -0.3047
C -1.904 2.378 -0.261 -0.9371
C -0.876 1.567 0.521 1.8181
C -1.115 1.859 2.003 -0.3345
Cl -2.538 0.925 2.572 -0.2398
C -0.967 2.786 -2.468 -1.7647
C -0.404 2.070 -3.692 -0.6780
C -1.399 2.108 -4.870 -1.6771
N -0.645 2.348 -6.111 -0.4236
H 1.176 -5.588 -0.524 0.3571
H 2.347 -4.510 -1.279 0.2795
H 0.733 -3.939 -0.908 0.1117
H 3.109 -4.139 0.844 0.2702
H 1.730 -4.933 1.551 0.4718
H 0.650 -2.480 0.740 0.2421
H 1.184 -2.907 2.377 0.5074
H 2.695 -1.228 2.273 -1.1129
H 3.493 -2.072 0.994 0.3957
H 2.939 0.223 0.409 0.6722
H 1.180 -0.162 0.555 -0.6216
H 1.317 -1.533 -1.417 -0.3975
H 3.012 -1.762 -1.223 1.2662
H 3.415 0.665 -1.697 1.0809
H 3.020 -0.360 -3.017 0.0064
H 1.111 1.442 -1.462 -1.5552
H 1.976 1.992 -2.860 0.6960
H -0.897 -1.018 -2.647 0.3398
H -0.201 -0.179 -1.317 -0.6857
H -2.412 0.148 -1.048 0.8907
H -3.931 0.660 -3.312 0.5151
H -2.602 -0.284 -3.925 0.4878
H -4.228 -1.798 -3.193 0.6548
H -2.981 -1.817 -1.902 0.3555
H -6.645 -0.707 -0.993 0.4073
H -6.333 -0.863 -2.695 0.3448
H -7.158 -2.890 -1.070 0.3532
H -6.299 -3.194 -2.567 0.3618
H -5.456 -3.185 -0.990 0.3201
H -4.157 2.026 -1.665 0.6922
H -3.557 2.589 -3.181 0.8072
H -2.736 4.671 -1.453 0.4159
H -4.106 4.637 -2.486 0.5470
H -5.524 4.673 -0.734 0.3498
H -4.751 3.295 0.028 0.3193
H -1.594 3.410 -0.172 0.7402
H -2.866 2.243 0.220 0.2666
H 0.138 1.903 0.317 -2.1521
H -0.986 0.497 0.411 0.1099
H -1.365 2.900 2.169 0.1125
H -0.273 1.553 2.606 0.4043
H -0.153 2.971 -1.780 0.5984
H -1.315 3.755 -2.804 0.5739
H 0.411 2.717 -4.004 1.5091
H -1.967 1.206 -5.029 0.5579
H -2.084 2.944 -4.710 0.3724
H -1.185 2.067 -6.914 0.2554
H -0.424 3.327 -6.205 0.2295
Cl -4.549 -3.834 2.424 -0.1797
C -6.144 -3.072 2.652 -0.3396
C -7.271 -4.069 2.584 -0.4285
Cl -7.467 -4.738 0.944 -0.1656
H -6.252 -2.303 1.890 0.1486
H -6.134 -2.596 3.630 0.3494
H -8.207 -3.579 2.845 0.2844
H -7.113 -4.901 3.266 0.3478
Cl 5.744 -1.233 -0.132 -0.0808
C 7.207 -0.666 0.709 -0.5874
C 7.278 -1.227 2.102 -0.6454
Cl 5.954 -0.562 3.102 -0.0831
H 7.168 0.420 0.733 0.2846
H 8.071 -0.972 0.122 0.3712
H 8.222 -0.948 2.567 0.4231
H 7.192 -2.311 2.109 0.2983
Cl 2.675 0.397 4.115 -0.0921
C 3.163 0.535 5.826 -0.5157
C 2.673 1.830 6.420 -0.5192
Cl 3.456 3.239 5.658 -0.1980
H 4.247 0.458 5.864 0.3079
H 2.736 -0.308 6.364 0.2143
H 2.892 1.863 7.485 0.4092
H 1.602 1.942 6.281 0.3139
Cl 3.714 -3.697 4.321 -0.1504
C 5.109 -3.130 5.277 -0.0877
C 5.083 -3.647 6.691 -0.4687
Cl 3.752 -2.930 7.638 -0.1869
H 5.107 -2.047 5.250 -0.1086
H 6.005 -3.486 4.772 0.3183
H 6.011 -3.381 7.194 0.3164
H 4.969 -4.727 6.720 0.3584
Cl 2.220 2.563 -0.001 0.1372
C 2.225 4.100 0.910 -0.7872
C 1.580 3.958 2.262 -0.1123
Cl -0.180 3.670 2.131 -0.1869
H 1.719 4.845 0.302 0.2884
H 3.265 4.395 1.031 0.4675
H 1.710 4.877 2.829 0.4700
H 2.010 3.136 2.830 -0.0891

=====

(2)
19
Properties=species:S:1:pos:R:3:nbo_charge:R:1 method="wB97M-V/def2-TZVPD" mol_weight_g_mol=118.225 orbital_gap_ha=0.2222 lumo_ev=3.27 charge=-1 e_above_lowest_kj_mol=501.3
C 1.236 1.221 -0.584 -0.3392
N 0.279 1.038 0.485 -0.6838
C -0.137 0.025 -0.558 0.3162
C 0.365 -1.455 -0.457 -0.6592
S -0.565 -2.568 -1.467 -0.6579
C -2.891 -1.459 1.148 -0.8663
C 2.285 2.329 0.087 -0.5435
H 0.835 1.839 -1.458 0.1407
H 1.927 0.479 -1.067 0.2048
H -3.926 -1.717 0.954 0.1973
H -0.971 0.106 -1.260 0.1890
H 0.305 -1.926 0.545 0.2315
H 1.424 -1.510 -0.766 0.2045
H -2.486 -0.664 0.519 0.2196
H -2.762 -1.129 2.215 0.1909
H -2.214 -2.272 0.858 0.2515
H 2.892 1.818 0.853 0.2008
H 1.543 2.957 0.607 0.2186
H 2.861 2.888 -0.656 0.1845

=====

(3)
14
Properties=species:S:1:pos:R:3:nbo_charge:R:1 method="wB97M-V/def2-TZVPD" mol_weight_g_mol=90.102 orbital_gap_ha=0.2478 lumo_ev=4.39 charge=-1 e_above_lowest_kj_mol=183.3
C -1.644 -0.179 0.188 -0.9247
C -0.587 0.195 1.034 0.5756
N -0.385 -0.675 2.145 -0.8975
O 0.180 1.178 0.941 -0.7864
H -2.063 -1.171 0.311 0.1724
H -0.337 0.042 -1.372 0.5112
H -2.194 0.572 -0.363 0.1924
H 0.282 -0.326 2.811 0.3624
H -1.211 -1.108 2.515 0.3599
C 1.665 0.314 -1.608 -0.2395
O 0.382 -0.113 -2.039 -0.8048
H 1.552 1.304 -1.172 0.1877
H 2.084 -0.385 -0.882 0.1520
H 2.277 0.352 -2.511 0.1392

=====

(4)
6
Properties=species:S:1:pos:R:3:nbo_charge:R:1 method="wB97M-V/def2-TZVPD" mol_weight_g_mol=107.159 orbital_gap_ha="0.2617 / 0.2625" lumo_ev="-0.93 / -0.93" e_above_lowest_kj_mol=400.3
C -2.511 -0.087 -0.187 0.0402
N -0.301 0.540 0.055 -0.5140
O -1.294 -0.345 -0.035 -0.2009
S -3.967 -0.993 0.038 0.1747
S -3.757 1.110 0.011 0.1943
H 0.557 -0.014 0.012 0.3058

=====

(5)
13
Properties=species:S:1:pos:R:3:nbo_charge:R:1 method="wB97M-V/def2-TZVPD" mol_weight_g_mol=111.104 orbital_gap_ha=0.2914 lumo_ev=-0.44 e_above_lowest_kj_mol=707.4
C 0.071 -1.038 -0.061 0.4225
C -2.057 -0.065 -0.116 -0.0328
C -0.546 0.309 0.086 -0.1867
C -0.166 1.583 -0.031 -0.3683
H 1.865 0.374 0.491 0.3080
H 3.077 -0.917 0.637 0.3661
H -2.878 0.592 -0.280 0.2299
H 0.868 1.939 -0.457 0.2262
H -0.939 2.531 0.050 0.2192
N 2.265 -0.544 -0.125 -0.5986
N 1.238 -1.384 -0.210 -0.2487
N -2.016 -1.451 0.009 -0.0691
O -0.781 -1.930 0.006 -0.2678

=====

Number 1: calculated total energy -7258.16958 Ha. Number 2: calculated total energy -650.48488 Ha. Number 3: calculated total energy -324.34555 Ha. Number 4: calculated total energy -964.88062 Ha. Number 5: calculated total energy -394.69811 Ha.